ORCA calculation (the ωB97M-V functional and the def2-TZVPD basis) on a molecular structure, C27H39O6Pb at a distorted geometry.

Output
* net charge: -1
* E_tot: -1696.3725 a.u.
* energy above the lowest of the compared OMol25 structures with the same formula, charge and spin: 44.6 kJ/mol
* LUMO energy (alpha / beta): 2.34 / 1.36 eV
* gap between HOMO and LUMO (alpha / beta): 6.71 / 5.06 eV

```
73
Properties=species:S:1:pos:R:3:mulliken_charge:R:1
C 0.11843 -0.74913 -3.97783 3.020
C -0.40339 -1.78244 -2.94056 -1.949
C -0.06866 0.67701 -3.40812 -2.629
C -1.18262 0.52063 -2.37950 0.301
H -0.32141 1.36836 -4.20975 0.484
H 0.85537 1.01982 -2.92726 0.496
C -0.84965 -0.92040 -1.79803 0.488
H 0.39760 -2.47807 -2.68456 0.604
H -1.25039 -2.35109 -3.33404 0.285
C 0.33751 -0.79577 -0.84773 -1.140
H -1.73099 -1.30779 -1.28069 0.917
H -2.14890 0.42233 -2.89069 0.650
C -1.33354 1.64955 -1.44007 0.325
C 1.57406 -0.88899 -4.34203 -0.597
C -0.71418 -0.89481 -5.24542 0.730
O -1.52538 -0.04062 -5.56690 -0.626
O 2.41052 -1.45978 -3.63666 -0.610
O 1.88743 -0.29338 -5.49702 -0.264
O -0.58724 -2.01572 -5.98227 -0.395
C 0.31154 -3.13533 -5.72242 -0.466
H 0.39201 -3.42417 -4.66295 0.249
H 1.30253 -2.91161 -6.13942 0.162
H -0.13751 -3.95552 -6.28568 0.331
C 3.29263 -0.30259 -5.76928 -0.806
H 3.84389 0.21393 -4.97268 0.313
H 3.40032 0.21971 -6.71905 0.262
H 3.66893 -1.33104 -5.84156 0.325
O -0.25724 -0.09678 0.17543 -0.583
H 1.19153 -0.23344 -1.30305 -0.104
H 0.78200 -1.77508 -0.52674 0.372
C -2.67877 1.98184 -0.98023 -1.617
C -0.21505 2.51033 -1.04543 -0.999
H 0.22438 3.06653 -1.88484 0.217
H 0.58500 1.92963 -0.57226 -0.021
H -0.56785 3.23454 -0.30174 0.381
H -2.65486 2.31858 0.06294 0.261
H -3.33429 1.10953 -1.06236 0.404
H -3.11177 2.79854 -1.58099 0.323
Pb 0.06407 -0.18626 2.28101 1.810
C -1.49344 -1.53245 4.12517 -0.611
C -2.12639 -1.51604 2.80944 -0.796
C -1.43386 -2.48614 1.98699 -0.566
H -3.03267 -0.97364 2.54589 0.502
C -0.36110 -3.03542 2.76103 -0.495
C -0.40174 -2.45559 4.06586 -0.620
H 0.23966 -2.72296 4.90613 0.409
H -1.88682 -1.06573 5.02923 0.676
H -1.73662 -2.81360 0.99574 0.466
H 0.30651 -3.83963 2.44589 0.395
C 2.45018 0.82559 2.97300 -0.865
C 2.41974 -0.32620 3.84852 -0.484
C 2.60328 -1.48521 3.04752 -0.425
H 2.37088 -0.31044 4.94612 0.367
C 2.73441 -1.09495 1.68597 -0.579
C 2.63965 0.33892 1.62330 -0.661
H 2.78615 0.96358 0.73841 0.552
H 2.45448 1.87976 3.26402 0.556
H 2.71892 -2.50840 3.42847 0.448
H 2.97055 -1.75796 0.84517 0.468
C -0.22285 1.74697 5.09907 -1.532
C -1.08657 2.23577 3.93395 1.872
C -2.54312 2.11898 4.33838 -1.566
C -0.64258 3.63139 3.53642 -1.585
O -1.01174 1.56161 2.68957 -0.646
H -0.44922 2.29072 6.03374 0.463
H 0.83381 1.90625 4.88867 0.273
H -0.37721 0.68572 5.29145 0.226
H -2.83258 2.72809 5.20670 0.395
H -3.12253 2.39996 3.45594 0.283
H -2.76669 1.06346 4.53351 0.237
H 0.39585 3.55256 3.18762 0.248
H -1.23430 3.88958 2.65273 0.301
H -0.72806 4.39440 4.32083 0.388
```



ORCA calculation (the ωB97M-V functional and the def2-TZVPD basis) on 2 unconnected molecules or ions with the total composition CH5N2S at a distorted geometry.

Output
* net charge: +1
* E_tot: -548.4375 a.u.
* energy above the lowest of the compared OMol25 structures with the same formula, charge and spin: 262.6 kJ/mol
* LUMO energy (alpha / beta): -7.46 / -7.46 eV
* gap between HOMO and LUMO (alpha / beta): 7.51 / 7.51 eV

```
9
Properties=species:S:1:pos:R:3:nbo_charge:R:1
C 0.52221 0.27059 0.28311 0.339
N 1.61087 -0.41681 0.07890 -0.727
N -0.59662 -0.14168 -0.15125 -0.571
S -2.68080 1.05531 0.30932 0.305
H 0.78651 1.10026 0.97844 0.246
H 2.46897 -0.23624 0.62999 0.431
H 1.82342 -1.11967 -0.59337 0.424
H -0.75501 -0.74134 -0.91996 0.417
H -3.17955 0.22957 -0.61518 0.134
```



ORCA calculation (the ωB97M-V functional and the def2-TZVPD basis) on a molecular structure, C19H34F6N2Si2TeTi.

Output
* E_tot: -3149.5495 a.u.
* energy above the lowest of the compared OMol25 structures with the same formula, charge and spin: 0.0 kJ/mol
* multiplicity: 3
* LUMO energy (alpha / beta): 0.46 / 0.46 eV
* gap between HOMO and LUMO (alpha / beta): 6.76 / 8.31 eV

```
65
Properties=species:S:1:pos:R:3:lowdin_spin:R:1
Ti -0.48880 0.35302 0.07311 1.790
C 1.98187 0.63665 1.97081 0.007
N 0.59152 0.21174 2.16802 0.014
C -0.04070 1.03395 3.20334 0.006
C 0.53191 -1.22345 2.55512 0.004
C -0.70960 -1.89292 1.97406 0.009
N -0.71735 -1.68540 0.53260 0.014
C 0.02123 -2.51614 -0.26293 0.005
C 0.89414 -1.99129 -1.22774 0.003
F 1.14715 -0.63312 -1.21567 0.027
C 1.60129 -2.75299 -2.13009 0.000
F 2.40616 -2.13744 -3.00716 0.000
C 1.49753 -4.12917 -2.12645 0.000
C 0.66920 -4.68827 -1.16999 0.001
F 0.52217 -6.01951 -1.12717 0.000
C -0.04324 -3.92246 -0.26888 -0.001
F -0.86838 -4.54315 0.59018 0.000
H 2.58444 0.50382 2.87906 0.001
H 2.42984 0.04157 1.17432 0.001
H 2.00505 1.68563 1.67571 0.000
H 0.44559 0.88465 4.17554 0.001
H 0.02468 2.08404 2.92920 0.000
H -1.09590 0.77400 3.29124 0.001
H 1.40784 -1.72382 2.13495 0.000
H 0.59385 -1.31162 3.64707 0.000
H -0.73789 -2.94444 2.27106 0.001
H -1.60748 -1.42026 2.38485 0.002
H 2.03755 -4.73983 -2.83379 0.000
C -1.09291 0.73253 -6.34064 0.000
Si -1.51617 -0.90190 -5.53677 0.001
C -3.36292 -1.20640 -5.59920 0.000
C -0.61252 -2.29060 -6.41194 0.001
C -0.92879 -0.88769 -3.75654 0.012
Te -1.93625 0.43338 -2.40867 0.021
C -3.46401 -0.96326 -1.87073 0.010
Si -4.71920 -0.26698 -0.65478 0.002
C -5.52062 1.25218 -1.39307 0.000
C -3.80902 0.16928 0.93387 0.013
C -6.00206 -1.58212 -0.29980 0.000
H -1.53690 0.80227 -7.33615 0.000
H -0.01164 0.84156 -6.44994 0.000
H -1.45797 1.58014 -5.75667 0.000
H -3.70612 -1.19733 -6.63681 0.000
H -3.92471 -0.43900 -5.06211 0.000
H -3.62310 -2.17911 -5.17531 0.000
H -0.88843 -2.34275 -7.46762 0.000
H -0.84662 -3.25712 -5.95973 0.000
H 0.46903 -2.14861 -6.35749 0.000
H 0.12298 -0.59239 -3.70562 0.000
H -1.00161 -1.87738 -3.29877 0.000
H -2.93882 -1.80726 -1.41610 0.000
H -3.94908 -1.28577 -2.79296 0.000
H -4.78496 2.02373 -1.63057 0.000
H -6.23400 1.68299 -0.68629 0.000
H -6.06297 1.01108 -2.31008 0.000
H -2.73661 0.21326 0.71728 0.010
H -3.95699 -0.59291 1.70123 0.001
H -4.09718 1.14155 1.33449 0.000
H -6.54669 -1.86299 -1.20395 0.000
H -6.73284 -1.22640 0.43003 0.000
H -5.53553 -2.48226 0.10570 0.000
F -1.85511 3.25207 -0.39746 0.005
C -0.98572 2.50275 0.36091 0.011
F 0.28349 2.43539 -0.46661 0.023
H -0.65775 3.18529 1.15477 0.000
```



ORCA calculation (the ωB97M-V functional and the def2-TZVPD basis) on a molecular structure, C21H25LiN3O2.

Output
* net charge: -1
* E_tot: -1137.6398 a.u.
* LUMO energy: 2.94 eV
* gap between HOMO and LUMO: 6.85 eV

```
52
Properties=species:S:1:pos:R:3:nbo_charge:R:1
Li -0.09307 -0.88210 -0.06284 0.866
C 0.44677 2.41465 0.54634 -0.408
N 0.45545 1.78570 -0.76342 -0.452
C 1.76786 1.90306 -1.36739 -0.204
C 2.01952 0.99922 -2.56788 -0.408
C 2.20128 -0.49051 -2.25758 -0.225
N 0.96724 -1.16835 -1.91044 -0.508
C 0.45280 -1.89540 -2.82827 0.145
C -0.78176 -2.64159 -2.76990 -0.287
C -1.29805 -3.12995 -3.98092 -0.141
C -2.47594 -3.83450 -4.05294 -0.346
C -3.16909 -4.08453 -2.85073 -0.203
C -2.68670 -3.65328 -1.64503 -0.277
C -1.45800 -2.91112 -1.52413 0.421
O -1.01609 -2.55253 -0.40078 -0.755
C -0.62717 2.27039 -1.62779 -0.224
C -1.57206 1.17554 -2.12691 -0.404
C -2.55114 0.66692 -1.07231 -0.236
N -1.84948 0.22580 0.11537 -0.488
C -2.40921 0.39976 1.24356 0.143
C -1.83483 0.08382 2.54267 -0.263
C -2.65684 0.26360 3.66268 -0.145
C -2.22678 0.03348 4.95063 -0.341
C -0.89750 -0.38527 5.13181 -0.205
C -0.05527 -0.55838 4.06374 -0.275
C -0.46676 -0.34036 2.70653 0.421
O 0.35098 -0.48906 1.74872 -0.798
H 0.67146 3.49576 0.48728 0.141
H 1.17584 1.92550 1.19123 0.221
H -0.52589 2.28114 1.01476 0.216
H 2.50430 1.65477 -0.59731 0.197
H 1.96738 2.95191 -1.66862 0.146
H 2.94296 1.34916 -3.04119 0.199
H 1.22572 1.11289 -3.31348 0.199
H 2.90657 -0.59370 -1.42682 0.190
H 2.66339 -0.95988 -3.13976 0.160
H 0.97622 -1.95992 -3.79776 0.129
H -0.74009 -2.92651 -4.89212 0.186
H -2.85804 -4.18905 -5.00126 0.193
H -4.10350 -4.63630 -2.88200 0.191
H -3.21813 -3.85654 -0.72257 0.200
H -0.20027 2.79517 -2.49370 0.175
H -1.20741 3.02230 -1.07921 0.185
H -0.97446 0.33540 -2.48152 0.224
H -2.14797 1.55550 -2.97734 0.193
H -3.10587 -0.17797 -1.49679 0.207
H -3.28504 1.45339 -0.82993 0.153
H -3.40976 0.86255 1.28420 0.128
H -3.67802 0.59649 3.49201 0.186
H -2.88889 0.17281 5.79529 0.192
H -0.52885 -0.57329 6.13546 0.189
H 0.96971 -0.88022 4.20819 0.195
```